(1)
{
  "formula": "C4H3Cl5O",
  "method": "ωB97M-V/def2-TZVPD",
  "lumo_ev": 0.346,
  "e_tot_ha": -2530.34350,
  "de_lowest_ev": 1.789,
  "smiles": "ClC=C(Cl)Cl.OC=C(Cl)Cl",
  "multiplicity": 1,
  "symbols": ["Cl", "Cl", "Cl", "Cl", "Cl", "O", "C", "C", "C", "C", "H", "H", "H"],
  "xyz": [[-4.1561, -0.6723, -0.4658], [2.4800, 1.1530, 1.6910], [-1.5652, -2.1238, 0.8081], [2.5321, -1.4736, 0.5468], [-0.8289, 0.3677, 1.9401], [1.7735, 0.0682, -2.0737], [-2.9336, 0.1334, 0.2527], [-2.0306, -0.5322, 1.0005], [1.9351, 0.7305, -0.9165], [2.1239, 0.2127, 0.3145], [1.7606, -0.8956, -1.9569], [-3.0280, 1.1873, -0.0239], [1.9371, 1.8449, -1.1167]],
  "lowdin_charge": [0.696, 0.603, 0.666, 0.602, 0.581, 0.007, -0.752, -1.224, -0.307, -1.183, 0.090, 0.074, 0.148]
}



(2)
{
  "formula": "C22H35BrO2P2W",
  "method": "ωB97M-V/def2-TZVPD",
  "total_charge": 2,
  "lumo_ev": [-9.606, -9.558],
  "e_tot_ha": -4332.32740,
  "de_lowest_ev": 11.041,
  "s2": 2.08,
  "multiplicity": 3,
  "symbols": ["W", "Br", "P", "P", "O", "O", "C", "C", "C", "C", "C", "C", "C", "C", "C", "C", "C", "C", "C", "C", "C", "C", "C", "C", "C", "C", "C", "C", "H", "H", "H", "H", "H", "H", "H", "H", "H", "H", "H", "H", "H", "H", "H", "H", "H", "H", "H", "H", "H", "H", "H", "H", "H", "H", "H", "H", "H", "H", "H", "H", "H", "H", "H"],
  "xyz": [[2.3804, -1.1170, -1.1270], [2.1341, 2.6799, 3.6398], [0.3469, -2.1373, -1.5061], [0.9985, 1.2032, -2.1767], [1.9192, -0.2387, 3.1786], [-0.2663, -0.5908, 2.5187], [-1.6428, -1.7472, -0.3608], [-2.9142, 0.8600, -1.5335], [2.2029, 2.5471, -2.1739], [-3.7060, -0.3771, -0.9947], [0.1669, 1.7103, 0.2197], [1.0994, -0.0706, -3.4377], [0.6694, -0.1520, 3.2646], [0.1043, -1.2102, -3.1367], [-1.0111, 0.7826, 6.5170], [2.3944, -2.0766, 0.7210], [-2.3231, 1.6121, -0.3386], [-1.1467, 2.3702, -0.3445], [0.2819, 0.6374, 4.4872], [-0.2012, 1.8435, 6.9604], [-2.9044, -1.6215, -0.7891], [-0.7616, -3.5627, -2.1630], [2.0686, -3.0742, -2.1384], [-0.2983, 2.3235, -3.0684], [0.7004, 0.5259, -0.5807], [1.0194, 1.7703, 4.8657], [0.7816, 2.3810, 6.1056], [-0.7895, 0.1983, 5.2646], [3.7659, -2.0120, -0.6342], [3.1973, -1.5098, 1.2340], [2.3183, -3.9958, -1.5928], [-0.0072, 1.3780, 1.2496], [-1.8317, 0.4275, 7.1383], [1.4544, -1.7940, 1.2349], [2.1643, -0.3507, -3.6133], [-2.6532, 1.0989, 0.5729], [0.7394, 0.4640, -4.3408], [1.3035, 3.2799, 6.3715], [-4.5258, -0.6022, -1.6892], [0.2010, 2.5449, -4.0350], [2.0374, 3.1456, -3.0782], [-4.1645, -0.1125, -0.0360], [-3.5696, 1.4816, -2.1650], [-0.4497, 3.3209, -2.5989], [1.8145, -3.3417, -3.1577], [-0.4480, -3.8627, -3.1849], [-0.1432, -0.2242, -0.5064], [3.0208, -2.4513, -2.2871], [2.5566, -3.1518, 0.8510], [0.1256, -1.9311, -3.9858], [1.0232, 2.4036, 0.2361], [-1.7936, -3.1603, -2.1924], [-1.4174, -0.5783, 4.8488], [-0.3877, 2.3376, 7.9123], [2.0343, 3.2223, -1.3235], [-0.6779, -4.3865, -1.4349], [-1.3201, -1.7062, 0.7192], [-0.9363, -0.8236, -3.0490], [-1.2956, 1.9016, -3.3094], [-2.1404, 0.5106, -2.2141], [-1.0212, 3.3977, -0.6810], [-3.5037, -2.5468, -0.9787], [3.2270, 2.1574, -2.1538]],
  "mulliken_spin": [1.803, -0.002, 0.151, -0.009, 0.034, 0.014, -0.001, 0.007, -0.013, 0.005, 0.023, 0.028, -0.003, 0.035, -0.001, -0.037, -0.038, 0.014, -0.001, -0.008, 0.072, -0.024, -0.051, 0.009, -0.044, -0.007, 0.004, 0.001, -0.070, 0.023, -0.005, 0.000, 0.000, 0.025, -0.002, -0.005, -0.002, 0.000, -0.002, 0.000, 0.000, 0.012, -0.001, 0.001, 0.015, 0.002, 0.013, 0.014, 0.024, 0.000, -0.003, 0.003, 0.000, 0.000, 0.001, 0.002, 0.008, -0.014, -0.002, 0.003, -0.001, 0.002, 0.000]
}



(3)
{
  "formula": "C25H51BBrN3O6PS",
  "method": "ωB97M-V/def2-TZVPD",
  "total_charge": 1,
  "lumo_ev": -4.042,
  "e_tot_ha": -4936.79374,
  "multiplicity": 1,
  "symbols": ["Br", "S", "P", "O", "O", "O", "O", "O", "O", "N", "N", "N", "C", "C", "C", "C", "C", "C", "C", "C", "C", "C", "C", "C", "C", "C", "C", "C", "C", "C", "C", "C", "C", "C", "C", "C", "C", "B", "H", "H", "H", "H", "H", "H", "H", "H", "H", "H", "H", "H", "H", "H", "H", "H", "H", "H", "H", "H", "H", "H", "H", "H", "H", "H", "H", "H", "H", "H", "H", "H", "H", "H", "H", "H", "H", "H", "H", "H", "H", "H", "H", "H", "H", "H", "H", "H", "H", "H", "H"],
  "xyz": [[1.8063, 0.4786, -1.8370], [-3.9979, -1.5429, 0.5723], [-3.0270, -0.4503, 1.8453], [-1.0569, -2.3522, 3.4684], [4.0895, 1.0820, 3.6044], [-6.3304, -0.1284, 3.8621], [0.7371, 1.1746, 1.9329], [3.3793, 3.5772, -5.0575], [0.1629, -2.7026, 1.3581], [-1.2625, -0.2723, -0.7864], [-1.2640, -0.5372, 1.7446], [0.3078, 0.8997, 0.6633], [5.2523, 2.6509, -3.7575], [-0.6583, -4.5190, -3.2549], [2.0108, 0.5194, 2.2140], [0.1139, 2.9525, -2.6548], [-6.0529, -0.2937, 6.3026], [-0.3146, -2.9989, -3.4281], [2.0267, -3.5427, -4.6067], [-0.8892, -1.5998, -1.3465], [2.9183, 1.6387, 2.9823], [4.6307, 3.7325, -7.1713], [0.0342, 2.8254, -1.0578], [3.7722, 0.3650, 4.8233], [1.6917, -5.0414, -4.4160], [4.0062, 2.3915, -4.5879], [0.9974, -2.5065, -4.0928], [-8.7163, 0.4696, 3.9494], [1.4895, -2.8422, 1.9284], [0.9798, 1.6324, -0.4442], [3.9038, -1.2403, 4.5427], [4.1635, 4.4164, -5.8982], [-5.9502, 0.5582, 5.0484], [-1.3112, -1.8441, -2.8751], [-0.7119, 0.0220, 0.5087], [0.3762, -5.5803, -3.7708], [-7.6657, -0.6190, 3.8161], [-0.6989, -1.8594, 2.1344], [-1.2185, 0.5031, -1.4569], [3.7742, 3.3657, -7.7439], [-1.8456, -2.9341, 3.3106], [-2.3698, -2.3073, -2.9385], [1.1711, 3.0240, -3.0770], [-4.9077, 0.8596, 4.9128], [-1.4264, -2.4129, -0.7257], [0.2327, -1.8496, -1.2562], [-7.8072, -1.3985, 4.5717], [3.1296, 2.5162, 2.2770], [-8.6495, 0.9882, 4.9078], [-5.7155, 0.2715, 7.1753], [1.8639, 2.2066, 0.0300], [-0.5317, 2.1391, -3.1306], [1.8233, -0.2993, 2.9939], [4.2241, 1.7212, -5.4251], [2.5422, 0.1043, 1.2808], [-3.3897, 0.9398, 1.8571], [-1.6329, -4.8766, -2.7567], [1.5701, -2.5674, 3.0325], [6.0275, 3.1587, -4.3332], [1.1901, -1.3810, -4.1739], [0.3888, 3.8330, -0.6181], [5.0138, 3.2857, -2.8982], [-1.0384, 2.6852, -0.6581], [5.1930, 4.4326, -7.7937], [2.8656, -1.7025, 4.6600], [-8.5914, 1.2191, 3.1628], [-5.4367, -1.1931, 6.2054], [-7.7839, -1.1071, 2.8445], [5.0098, 4.8267, -5.3375], [-6.5272, 1.4821, 5.1522], [3.5302, 5.2669, -6.1658], [2.4682, -5.7955, -4.7905], [4.2374, -1.4034, 3.4543], [2.7091, 0.5247, 5.2093], [-7.0770, -0.6186, 6.4919], [4.6482, -1.7038, 5.2720], [5.6704, 1.7083, -3.3936], [1.8643, -3.9226, 1.7984], [-1.3112, -0.9115, -3.5327], [0.1838, -6.6918, -3.6382], [5.2753, 2.8763, -6.9636], [-9.7183, 0.0419, 3.8685], [3.2696, 1.8780, -3.9656], [-3.3740, -0.9505, 3.1623], [2.9930, -3.1377, -5.0605], [2.2581, -2.1838, 1.3670], [4.4847, 0.6123, 5.6777], [2.2194, 2.0631, 3.8043], [-0.3992, 3.9551, -2.9247]],
  "lowdin_charge": [0.819, 0.214, 0.409, 0.072, -0.169, -0.194, -0.065, -0.174, -0.014, 0.057, -0.056, -0.063, -0.075, -0.015, -0.102, -0.146, -0.077, -0.181, -0.063, -0.229, -0.161, -0.077, -0.216, -0.227, -0.074, -0.289, -0.053, -0.077, -0.071, -0.539, -0.076, -0.274, -0.287, -0.138, -0.200, -0.050, -0.274, -0.682, 0.109, 0.084, 0.121, 0.123, 0.063, 0.106, 0.111, 0.094, 0.108, 0.137, 0.067, 0.081, 0.125, 0.071, 0.116, 0.109, 0.138, 0.014, 0.102, 0.081, 0.070, 0.068, 0.127, 0.081, 0.119, 0.082, 0.058, 0.083, 0.081, 0.120, 0.107, 0.107, 0.120, 0.090, 0.088, 0.121, 0.069, 0.082, 0.079, 0.123, 0.114, 0.090, 0.066, 0.082, 0.052, 0.020, 0.093, 0.099, 0.128, 0.141, 0.101]
}